111
Properties=species:S:1:pos:R:3:forces:R:3 method="wB97M-V/def2-TZVPD" gap_ev=1.18 lumo_energy_ev=-7.83 homo_ev=-9.0
C -2.362502 -1.291575 -6.165073 -0.738 0.002 -0.741
N -1.626444 -0.550066 -5.046310 1.212 -0.285 -0.947
C -0.205600 -1.046231 -4.881850 -2.344 -1.108 -1.743
N 0.361220 -0.816054 -3.464965 -0.310 -0.677 0.413
C 1.556108 -1.741710 -3.399168 2.193 -1.102 -0.732
C 2.895283 -1.101040 -2.701045 0.176 -1.526 0.115
C 2.914735 -1.596180 -1.139804 1.260 -0.281 0.227
C 2.741771 -0.409923 -0.024315 -0.860 -0.835 0.951
C 1.829392 0.867493 -0.492917 1.059 -0.060 1.022
O 2.799080 1.953993 -0.855783 -2.718 1.100 -2.363
C 2.115605 2.837377 -1.814080 2.220 -0.083 -4.634
C 0.768879 3.629526 -1.317693 0.020 0.234 -0.630
O 2.624393 2.931408 -3.052185 -3.141 -0.449 7.837
S -0.873951 -1.221868 -2.289862 -6.330 -2.825 -0.288
O -1.869172 -0.023832 -2.031977 3.348 -3.212 -0.081
O -1.706321 -2.504723 -2.679727 3.925 4.947 1.871
F -0.225099 -1.591042 -0.709709 -0.756 1.210 -3.739
H -2.832501 -2.321967 -5.799536 1.411 2.130 -0.562
H -1.614314 -1.462943 -7.078115 -1.718 0.212 1.796
H -3.284772 -0.648444 -6.564237 2.370 -1.288 0.996
H -1.602308 0.479317 -5.238815 -0.236 -1.177 0.131
H 0.457117 -0.533869 -5.718213 -0.593 -0.892 2.214
H -0.242755 -2.221057 -5.087331 0.178 2.558 0.477
H 1.261016 -2.807344 -2.949186 0.653 2.359 -0.786
H 1.854691 -1.973597 -4.531498 -0.718 0.676 2.413
H 3.043013 0.047713 -2.865947 -0.639 -2.135 0.380
H 3.826671 -1.626441 -3.232030 -2.182 1.130 0.956
H 3.988596 -2.080750 -0.946762 -2.298 1.013 -0.352
H 2.151845 -2.500469 -0.983425 1.502 2.197 -0.288
H 3.812321 -0.109764 0.403601 -2.494 -0.166 -1.205
H 2.176165 -0.897856 0.906981 1.265 1.081 -1.963
H 1.249797 1.271709 0.444237 0.716 -0.967 -1.928
H 1.168305 0.691205 -1.441970 1.076 0.002 1.957
H -0.060885 2.905879 -0.881708 2.046 1.392 -0.715
H 1.055383 4.459517 -0.511745 -0.614 -2.066 -1.686
H 0.285835 4.170740 -2.263631 1.337 -1.241 2.099
F 2.489420 -0.834515 5.533177 -1.309 -1.052 -1.485
Al 1.315379 -1.568638 4.381529 -0.753 0.608 0.544
F 0.543726 -3.005625 5.145268 1.153 1.657 -1.109
F 2.179462 -2.075742 2.884968 -0.660 0.218 1.486
F 0.048787 -0.358739 3.962717 1.740 -1.775 0.433
C 7.280364 -3.554895 2.445178 -0.460 -0.344 0.596
C 6.170622 -4.176039 1.655304 1.298 2.117 -3.697
O 5.941666 -3.994642 0.475867 0.607 0.072 1.500
N 5.275799 -5.098647 2.241909 -0.524 -1.800 0.898
C 4.088738 -4.438021 2.830723 -1.069 0.466 0.675
H 7.163188 -2.467957 2.438569 0.069 -0.145 -0.102
H 7.252425 -3.904827 3.480243 0.114 0.171 -0.008
H 8.240105 -3.834928 2.003529 -0.175 0.119 -0.087
H 5.763408 -5.650781 2.949046 -0.209 -0.309 0.015
H 4.962922 -5.666956 1.446643 0.071 -0.292 0.320
H 4.422655 -3.660064 3.522531 -0.201 -0.061 -0.146
H 3.523681 -5.202617 3.368496 0.015 0.236 -0.049
H 3.484814 -4.017892 2.021976 0.171 0.105 0.267
Al -3.968792 -0.226551 -1.050433 0.852 0.023 -0.408
C 5.807699 -1.074176 10.009693 0.190 -0.077 0.065
S 4.743193 -1.732832 8.703773 0.127 0.423 -0.338
O 5.626204 -2.120952 7.555168 -0.166 0.117 0.434
C 3.967547 -0.153355 8.283920 -0.122 -0.002 -0.121
H 6.422457 -1.887970 10.400727 -0.122 0.043 -0.097
H 6.455816 -0.293052 9.605329 -0.107 -0.078 -0.069
H 5.189847 -0.669725 10.814820 -0.020 -0.072 -0.117
H 4.730328 0.570421 7.986850 0.049 -0.166 0.052
H 3.410840 0.220524 9.146398 0.079 -0.131 0.012
H 3.278337 -0.315015 7.451707 0.115 -0.126 0.026
C -1.506571 -5.591686 3.161875 -0.229 0.180 0.415
Cl 0.231766 -5.954731 3.018113 -0.289 0.044 -0.021
Cl -1.878068 -5.120246 4.839452 0.157 -0.178 -0.644
Cl -1.926981 -4.254295 2.062149 0.166 -0.302 0.218
Cl -2.453117 -7.037392 2.727781 0.243 0.293 0.036
N -4.482964 3.040672 -8.770603 0.453 -0.229 0.139
S -3.670328 2.129126 -7.783136 1.094 -2.461 3.026
O -2.835150 2.793584 -6.787780 -0.797 -0.446 -1.605
O -3.170159 0.857023 -8.290598 -0.447 1.774 -0.124
F -4.868199 1.612740 -6.851919 -0.242 0.474 -0.606
S -3.538065 3.760366 -9.800287 1.816 3.162 -4.094
O -4.182552 4.854225 -10.526919 -0.013 -2.139 1.601
O -2.655278 2.939501 -10.619969 -1.448 0.218 1.593
F -2.510323 4.565648 -8.883278 -0.344 -0.440 0.160
Br 2.581485 9.699656 -3.027505 -0.020 -0.038 0.148
C 2.982459 8.398105 -1.630789 0.250 0.097 -0.154
C 2.323978 7.068297 -1.917001 -0.064 -0.187 0.164
Br 0.417393 7.122948 -1.510105 0.048 0.197 -0.103
H 2.671676 8.841997 -0.681840 -0.008 -0.190 -0.227
H 4.072503 8.298330 -1.640774 -0.239 -0.063 0.000
H 2.731753 6.289281 -1.265982 -0.004 0.173 -0.099
H 2.419470 6.751860 -2.959262 0.011 0.161 0.253
O 0.911096 2.095816 2.378666 -0.006 0.235 0.272
Cl 0.136205 3.051558 3.145870 -0.574 0.196 0.597
O 0.838748 3.368717 4.373969 -0.129 -0.213 -0.854
O -1.158287 2.480627 3.463260 0.661 0.283 -0.456
O -0.046908 4.261214 2.367614 0.084 -0.469 0.291
O 3.348613 -1.851470 -6.117390 -1.107 -1.035 1.176
H 3.869091 -1.302753 -6.675276 0.900 1.083 -1.053
C -8.832157 0.059353 0.125962 -0.120 0.046 -0.340
C -9.515692 0.408533 1.445894 0.411 -0.241 0.149
C -8.622883 1.233351 2.401915 -0.302 -0.120 0.242
O -7.625920 0.465512 3.082785 0.015 0.436 -0.548
C -6.443501 0.241989 2.329733 -0.049 -0.249 0.532
N -9.986542 -0.830508 2.082558 0.167 0.199 0.303
H -8.088348 -0.733688 0.233033 -0.062 0.036 0.113
H -9.570870 -0.294301 -0.602320 0.114 0.034 0.181
H -8.338491 0.937318 -0.303621 -0.029 -0.049 0.041
H -10.390735 1.022534 1.202191 0.084 -0.009 0.138
H -9.265776 1.643375 3.190102 0.138 -0.142 -0.018
H -8.172756 2.093278 1.892192 0.115 -0.081 -0.086
H -6.193128 1.092394 1.689202 -0.087 0.058 -0.055
H -6.545947 -0.668016 1.735560 0.091 -0.006 -0.231
H -5.619113 0.083979 3.032399 -0.165 0.088 -0.023
H -10.519563 -0.584941 2.917784 -0.020 -0.090 -0.221
H -9.163094 -1.311804 2.456465 -0.258 0.092 -0.185